Record 1
# C2H5NOS2

A single C2H5NOS2 molecule in a non-equilibrium geometry (ωB97M-V/def2-TZVPD, the OMol25 dataset).

Computed properties:
Highest occupied orbital energy (alpha / beta): -8.84 / -8.54 eV
Energy relative to the best compared isomer or geometry (same formula, charge and spin): 3.311 eV
Total charge: 0
Molar mass: 123.2 g/mol
Orbital gap (alpha / beta): 7.45 / 7.72 eV

Each line ends with the natural charge from an NBO analysis.
Geometry (Å):
C 1.058 -0.240 0.066  -0.293
C -0.192 -0.667 0.919  -0.074
N 0.583 -0.136 -1.260  -0.604
O -1.200 0.266 0.823  -0.669
S -2.083 2.521 -0.798  -0.292
S -1.704 0.594 -0.699  0.763
H 1.486 0.670 0.494  0.193
H 1.725 -1.244 0.019  0.227
H -0.433 -1.625 0.357  0.184
H 0.114 -0.768 1.943  0.211
H 0.645 0.630 -1.863  0.355


Record 2
# H31O16

A 16-piece molecular cluster, H31O16 overall in a non-equilibrium geometry (ωB97M-V/def2-TZVPD, the OMol25 dataset).

Computed properties:
Highest occupied orbital energy (alpha / beta): -10.38 / -10.38 eV
Energy relative to the best compared isomer or geometry (same formula, charge and spin): 2.483 eV
Total charge: 0
Molar mass: 287.2 g/mol
Orbital gap (alpha / beta): 9.73 / 4.06 eV
2S+1: 2
<S²>: 0.757

Each line ends with the natural charge from an NBO analysis.
Geometry (Å):
O 0.463 1.564 3.608  -0.924
H 3.068 3.522 -2.095  0.466
H 0.488 0.494 -1.547  0.420
O -4.572 0.991 -1.384  -0.953
H 1.333 1.911 3.854  0.477
H 0.087 2.367 3.228  0.448
O -1.823 1.227 -0.914  -0.629
H -3.705 0.902 -0.974  0.473
H -1.498 1.863 -1.581  0.502
O 3.560 0.506 -1.355  -0.933
H 4.307 0.900 -0.874  0.486
H 2.919 0.784 -0.654  0.464
O 0.848 -4.898 -3.880  -0.916
H 1.275 -4.083 -3.553  0.451
H 0.870 1.540 -0.219  0.448
O -2.655 2.762 -3.721  -0.949
H -3.300 2.253 -3.196  0.476
H -3.254 3.473 -3.982  0.476
O 2.277 -0.066 5.184  -0.949
H 2.623 -0.937 4.976  0.477
H 1.718 -0.174 5.957  0.473
O -0.763 -1.847 0.322  -0.935
H 0.094 -1.393 0.420  0.489
H -1.312 -1.054 0.323  0.461
O -4.282 0.038 3.202  -0.905
H -3.903 -0.085 2.307  0.442
O -0.656 -4.233 -0.953  -0.958
H 0.310 -4.221 -0.963  0.456
H -0.748 -3.227 -0.861  0.484
O -0.046 -0.288 -1.735  -0.901
H -0.939 0.201 -1.502  0.473
H 0.010 -4.409 -3.787  0.465
O 0.981 2.404 0.179  -0.943
H -1.686 1.650 0.355  0.497
H 0.346 2.432 0.894  0.498
O 2.236 -3.555 1.316  -0.926
H 1.792 -2.936 0.720  0.472
H 3.068 -3.310 0.874  0.451
O 3.309 3.955 -1.267  -0.947
H 1.763 -0.727 -1.027  0.481
H 2.572 3.732 -0.688  0.480
O 2.210 -1.145 -0.284  -0.999
H 3.156 -0.885 -0.342  0.500
H -3.667 -0.697 3.421  0.466
O -1.559 1.335 1.404  -0.881
H -5.079 0.179 -1.274  0.487
H -2.236 1.185 2.069  0.505


Record 3
# C7H13N2

An isolated ion of composition C7H13N2 and charge +1 in a non-equilibrium geometry (ωB97M-V/def2-TZVPD, the OMol25 dataset).

Computed properties:
Highest occupied orbital energy: -14.19 eV
Energy relative to the best compared isomer or geometry (same formula, charge and spin): 3.626 eV
Total charge: +1
Molar mass: 125.2 g/mol
Orbital gap: 11.08 eV

Each line ends with the natural charge from an NBO analysis.
Geometry (Å):
C 1.481 0.825 -0.273  0.542
C -1.426 0.967 0.508  -0.412
C -0.412 2.102 0.643  -0.217
C 0.558 -0.808 0.575  -0.093
C -0.868 -0.410 0.746  -0.263
C -0.480 -1.257 -0.402  -0.243
C -0.956 -2.721 -0.462  -0.616
N 0.815 1.915 -0.160  -0.558
N 2.736 0.638 -0.705  -0.792
H -2.233 1.084 1.164  0.248
H -1.901 0.898 -0.553  0.229
H -0.925 3.014 0.130  0.243
H 0.049 2.256 1.670  0.232
H 1.331 -1.341 1.040  0.237
H -1.492 -0.832 1.546  0.257
H -0.355 -0.804 -1.375  0.227
H -0.245 -3.413 -0.835  0.226
H -1.652 -2.863 -1.275  0.236
H -1.432 -3.041 0.385  0.220
H 1.259 2.774 -0.394  0.406
H 2.993 -0.414 -0.692  0.458
H 3.152 1.432 -1.280  0.431


Record 4
# C3H4DyO3

C3H4DyO3 as an isolated structure in a non-equilibrium geometry (ωB97M-V/def2-TZVPD, the OMol25 dataset).

Computed properties:
Highest occupied orbital energy (alpha / beta): -12.24 / -12.61 eV
Energy relative to the best compared isomer or geometry (same formula, charge and spin): 0.238 eV
Total charge: +1
Molar mass: 250.6 g/mol
Orbital gap (alpha / beta): 6.94 / 7.44 eV
2S+1: 6
<S²>: 9.788

Each line ends with the Löwdin charge.
Geometry (Å):
C 1.858 -0.667 -0.685  -0.108
C 1.110 -0.877 0.520  -0.144
H 1.339 -0.704 -1.655  0.090
H 1.331 -1.773 1.114  0.085
H 2.922 -0.953 -0.640  0.072
O -1.079 1.790 0.077  -0.175
C -1.584 0.659 0.273  -0.779
O -0.920 -0.317 0.730  -0.074
O -2.874 0.434 0.091  0.181
Dy 1.073 1.526 0.883  1.708
H -3.175 0.883 -0.709  0.146


Record 5
# C3H6FNOS

A single C3H6FNOS molecule in a non-equilibrium geometry (ωB97M-V/def2-TZVPD, the OMol25 dataset).

Computed properties:
Highest occupied orbital energy: -9.32 eV
Energy relative to the best compared isomer or geometry (same formula, charge and spin): 1.581 eV
Total charge: 0
SMILES: OC[C@H](F)/C=N/S
Molar mass: 123.2 g/mol
Orbital gap: 9.92 eV

Each line ends with the natural charge from an NBO analysis.
Geometry (Å):
C -1.391 0.593 0.366  -0.083
C -0.883 -0.677 -0.346  0.123
C 0.577 -0.885 -0.207  0.083
H 0.029 1.838 -0.219  0.495
H -2.483 0.523 0.337  0.195
H -1.017 0.564 1.432  0.173
H -1.139 -0.481 -1.402  0.186
H 0.877 -1.946 -0.418  0.174
H 3.465 0.770 0.682  0.118
N 1.374 0.056 0.130  -0.574
O -0.944 1.718 -0.360  -0.725
F -1.526 -1.819 0.078  -0.351
S 3.061 -0.252 -0.073  0.184


Record 6
# C3H9NO4

C3H9NO4 as an isolated structure (ωB97M-V/def2-TZVPD, the OMol25 dataset).

Computed properties:
Highest occupied orbital energy (alpha / beta): -10.03 / -10.03 eV
Energy relative to the best compared isomer or geometry (same formula, charge and spin): 5.649 eV
Total charge: 0
Molar mass: 123.1 g/mol
Orbital gap (alpha / beta): 10.21 / 10.21 eV

Each line ends with the natural charge from an NBO analysis.
Geometry (Å):
C -1.027 1.545 -1.894  -0.721
C -1.547 0.058 0.139  -0.737
C -0.638 0.380 -1.020  0.627
O 0.380 -0.255 -1.240  -0.587
H -2.595 0.206 -0.125  0.226
H -1.926 1.284 -2.461  0.239
H -1.280 2.415 -1.283  0.232
H -0.223 1.788 -2.585  0.237
H -1.310 0.750 0.953  0.251
H -1.378 -0.955 0.499  0.254
N 1.363 -0.863 2.118  0.434
O 1.403 0.383 1.602  -0.502
O 0.935 -2.096 0.813  -0.821
O 2.598 -1.382 2.066  -0.606
H 2.161 -2.125 1.306  0.509
H 2.262 0.454 1.131  0.472
H 0.820 -1.586 -0.020  0.491